Formula: C3H10OS2
Source: the OMol25 dataset
Level of theory: wB97M-V/def2-TZVPD

Output
SMILES ... CCSSC.O
HOMO energy ... -8.80 eV
Relative energy (zero: lowest compared OMol25 entry of this formula, charge and spin) ... 54.55 kcal/mol
Molecular weight ... 126.25 g/mol

Geometry as ORCA input:
```
! wB97M-V def2-TZVPD RIJCOSX def2/J DEFGRID3
* xyz 0 1
C 1.64 0.09 -1.05
C 0.86 1.37 -0.69
S -0.95 0.77 -0.55
S -0.37 -0.67 1.38
C 0.02 0.72 2.36
H 2.63 0.27 -1.48
H 1.77 -0.56 -0.21
H 1.09 -0.48 -1.80
H 0.53 2.16 -1.36
H 1.33 1.69 0.24
H -0.97 0.95 2.80
H 0.43 1.71 2.15
H 0.86 0.25 2.89
H -2.41 -3.26 -1.32
H -3.16 -2.11 -1.95
O -3.30 -2.91 -1.42
*
```

---

Formula: C6H5IN2
Source: the OMol25 dataset
Level of theory: wB97M-V/def2-TZVPD

Output
SMILES ... C#CC1=CN1/C=N/CI
HOMO energy ... -8.12 eV
Relative energy (zero: lowest compared OMol25 entry of this formula, charge and spin) ... 109.69 kcal/mol
Molecular weight ... 232.02 g/mol

Geometry as ORCA input:
```
! wB97M-V def2-TZVPD RIJCOSX def2/J DEFGRID3
* xyz 0 1
C 3.07 -0.95 1.80
C 2.69 -0.30 0.86
C 1.71 1.09 -1.21
C -0.66 0.44 -0.16
C 2.05 0.46 -0.09
C -2.82 -0.18 -0.54
N 0.58 1.02 -0.30
N -1.71 0.63 -0.86
I -2.75 -2.19 0.33
H 3.25 -1.22 2.84
H 2.10 1.61 -2.14
H -0.58 -0.25 0.72
H -3.44 -0.55 -1.42
H -3.48 0.39 0.18
*
```

---

Formula: C3H10OSi
Source: the OMol25 dataset
Level of theory: wB97M-V/def2-TZVPD

Output
HOMO energy (spin up / spin down) ... -7.10 / -6.72 eV
Relative energy (zero: lowest compared OMol25 entry of this formula, charge and spin) ... 96.14 kcal/mol
Molecular weight ... 90.20 g/mol

Geometry as ORCA input:
```
! wB97M-V def2-TZVPD RIJCOSX def2/J DEFGRID3
* xyz 0 1
C -1.60 1.22 -0.90
C 0.92 1.51 0.93
C 0.27 -2.37 0.56
O 1.33 -2.84 -0.21
Si 0.03 0.50 -0.34
H -2.09 0.78 -1.75
H -2.16 1.48 -0.05
H -1.27 2.26 -1.22
H 1.92 1.84 0.94
H 0.46 2.44 0.68
H 0.67 1.33 2.02
H 0.44 -2.15 1.58
H -0.65 -2.94 0.52
H 1.02 -3.26 -1.01
H 0.70 0.20 -1.74
*
```

---

Formula: C34H37N7O2PdSSi
Source: the OMol25 dataset
Level of theory: wB97M-V/def2-TZVPD

Output
HOMO energy (spin up / spin down) ... -7.49 / -7.56 eV
Relative energy (zero: lowest compared OMol25 entry of this formula, charge and spin) ... 1.89 kcal/mol
Molecular weight ... 742.29 g/mol

Geometry as ORCA input:
```
! wB97M-V def2-TZVPD RIJCOSX def2/J DEFGRID3
* xyz 0 3
Pd 0.81 0.58 1.22
N 2.66 -0.36 -2.62
C 2.38 -0.27 -1.29
S 2.18 1.34 -0.66
N 2.36 -1.38 -0.60
N 2.05 -1.15 0.70
C 2.57 -1.86 1.63
C 3.46 -3.03 1.39
C 4.69 -3.12 2.04
C 5.52 -4.20 1.81
C 5.13 -5.21 0.95
C 3.90 -5.13 0.30
C 3.07 -4.04 0.51
C 2.30 -1.39 3.01
C 2.46 -2.21 4.12
C 2.21 -1.68 5.38
C 1.80 -0.36 5.49
C 1.64 0.38 4.33
N 1.90 -0.12 3.12
H 2.39 0.42 -3.19
H 2.55 -1.28 -3.02
H 5.00 -2.33 2.71
H 6.48 -4.26 2.31
H 5.77 -6.06 0.78
H 3.59 -5.92 -0.37
H 2.13 -3.95 -0.01
H 2.76 -3.24 4.00
H 2.32 -2.29 6.26
H 1.60 0.09 6.45
H 1.29 1.40 4.35
C -3.76 -0.76 -0.57
C -3.34 0.42 -1.46
C -3.88 0.20 -2.88
C -3.97 1.69 -0.89
Si -1.44 0.52 -1.42
O -0.99 0.73 0.11
C -0.79 -1.11 -2.12
C -0.83 -1.48 -3.46
C -0.40 -2.73 -3.89
C 0.08 -3.65 -2.96
C 0.10 -3.31 -1.61
C -0.32 -2.06 -1.20
C -0.88 1.98 -2.50
C -0.20 1.88 -3.72
C 0.24 3.01 -4.39
C 0.02 4.28 -3.86
C -0.64 4.40 -2.65
C -1.08 3.26 -1.98
H -4.85 -0.83 -0.52
H -3.37 -0.64 0.45
H -3.38 -1.71 -0.96
H -4.97 0.17 -2.87
H -3.53 -0.75 -3.29
H -3.57 1.00 -3.55
H -5.05 1.58 -0.80
H -3.79 2.56 -1.53
H -3.56 1.92 0.10
H -1.22 -0.79 -4.21
H -0.43 -2.99 -4.94
H 0.41 -4.63 -3.29
H 0.46 -4.03 -0.88
H -0.29 -1.80 -0.15
H -0.01 0.91 -4.15
H 0.76 2.91 -5.34
H 0.37 5.16 -4.39
H -0.82 5.38 -2.23
H -1.57 3.37 -1.02
C -3.75 1.71 3.13
N -2.56 2.41 2.67
C -2.67 3.62 2.08
C -1.62 4.26 1.53
C -0.38 3.57 1.55
N -0.24 2.40 2.16
C -1.32 1.75 2.71
O -1.22 0.64 3.19
N 0.71 4.09 0.95
H -4.29 2.32 3.85
H -3.43 0.78 3.61
H -4.40 1.47 2.29
H -3.67 4.04 2.08
H -1.73 5.23 1.06
H 0.59 4.82 0.28
H 1.49 3.46 0.80
*
```

---

Formula: C34H38N7Ru
Source: the OMol25 dataset
Level of theory: wB97M-V/def2-TZVPD

Output
HOMO energy (spin up / spin down) ... -5.61 / -7.07 eV
Relative energy (zero: lowest compared OMol25 entry of this formula, charge and spin) ... 0.00 kcal/mol
Molecular weight ... 645.80 g/mol

Geometry as ORCA input:
```
! wB97M-V def2-TZVPD RIJCOSX def2/J DEFGRID3
* xyz 0 6
Ru -0.87 0.31 0.00
N -0.66 -3.38 -2.15
C -0.47 -2.42 -1.26
N -1.26 -1.38 -1.13
C -2.37 -1.34 -1.88
N -3.21 -0.38 -1.62
N -2.77 0.39 -0.61
C -3.58 1.36 -0.16
C -3.00 2.22 0.81
C -3.63 3.15 1.65
C -2.87 3.91 2.54
C -1.49 3.71 2.51
C -0.90 2.79 1.68
N -1.62 1.99 0.87
C -2.62 -2.32 -2.98
C -3.76 -2.18 -3.83
C -3.92 -3.05 -4.89
C -2.90 -4.01 -5.12
C -1.78 -4.14 -4.31
C -1.64 -3.29 -3.17
H -0.14 -4.27 -2.06
H 0.41 -2.47 -0.59
H -4.63 1.39 -0.46
H -4.71 3.11 1.73
H -3.33 4.67 3.17
H -0.81 4.25 3.22
H 0.16 2.70 1.71
H -4.42 -1.35 -3.66
H -4.74 -3.03 -5.60
H -3.01 -4.73 -5.93
H -1.14 -4.99 -4.45
C 2.49 0.09 5.44
C 2.28 0.92 4.15
C 3.26 0.60 3.04
C 4.50 1.27 2.94
C 5.50 0.86 2.10
C 5.18 -0.04 1.08
C 3.91 -0.62 0.99
C 3.55 -1.48 -0.17
C 4.28 -1.07 -1.47
C 2.97 -0.28 1.98
N 1.61 -0.61 1.68
C 0.91 -1.23 2.62
C -0.53 -1.36 2.67
C -1.19 -1.89 3.82
C -2.55 -1.70 3.60
C -2.68 -1.15 2.33
N -1.47 -0.85 1.82
H 1.52 -0.09 5.92
H 3.13 0.64 6.12
H 2.95 -0.87 5.26
H 2.46 1.96 4.37
H 1.25 0.80 3.78
H 4.67 2.15 3.56
H 6.51 1.32 2.12
H 5.91 -0.23 0.32
H 2.46 -1.52 -0.28
H 3.90 -2.53 0.08
H 4.24 -0.01 -1.62
H 3.84 -1.62 -2.33
H 5.33 -1.37 -1.39
H 1.48 -1.72 3.45
H -0.73 -2.42 4.64
H -3.37 -1.98 4.26
H -3.54 -0.84 1.80
C -0.47 0.96 -3.93
C -0.18 1.80 -2.64
C 1.11 2.74 -2.73
C -1.44 2.66 -2.48
C 0.12 0.98 -1.37
H -0.43 1.66 -4.78
H -1.48 0.55 -3.81
H 0.26 0.15 -4.01
H 1.07 3.37 -3.62
H 2.09 2.22 -2.71
H 1.15 3.39 -1.86
H -1.61 3.33 -3.38
H -1.31 3.34 -1.63
H -2.38 2.04 -2.40
H 1.15 0.48 -1.34
*
```

---

Formula: C5H12O3
Source: the OMol25 dataset
Level of theory: wB97M-V/def2-TZVPD

Output
SMILES ... C=C(O)/C=C/C.O.O
HOMO energy ... -9.72 eV
Relative energy (zero: lowest compared OMol25 entry of this formula, charge and spin) ... 48.53 kcal/mol
Molecular weight ... 120.15 g/mol

Geometry as ORCA input:
```
! wB97M-V def2-TZVPD RIJCOSX def2/J DEFGRID3
* xyz 0 1
C 0.74 1.97 2.28
C 0.15 0.70 -2.32
C 0.52 0.19 -1.16
O 0.37 -1.17 -0.86
C 1.07 0.89 0.04
C 0.29 1.47 0.94
H 1.11 3.00 2.21
H -0.09 1.94 2.99
H 1.52 1.34 2.70
H -0.40 0.17 -3.09
H 0.29 1.76 -2.41
H 0.70 -1.76 -1.55
H 2.13 0.69 0.14
H -0.79 1.49 0.79
H -0.07 -1.72 0.99
H 0.65 -1.50 2.33
O -0.03 -2.03 1.91
H -1.93 -1.88 -0.86
H -2.42 -0.45 -0.97
O -2.57 -1.33 -1.33
*
```